[1]
Here is a structure of composition C47H52BrN4O5SSiTi from the OMol25 dataset. Energies are from ωB97M-V with the def2-TZVPD basis set.

Structure (XYZ):
```
112
Properties=species:S:1:pos:R:3:lowdin_charge:R:1
Ti 0.2986 0.9823 1.0261 0.83
C 2.2302 3.0716 4.2833 -0.07
C 3.1386 3.8873 3.5466 -0.11
C 3.0092 3.9591 2.2013 -0.03
C 1.9460 3.2608 1.5430 -0.23
N 1.1590 2.3890 2.2547 -0.05
C 1.3090 2.3367 3.5939 -0.14
C 1.5963 3.3948 0.1907 -0.22
C 2.1505 4.3566 -0.7089 -0.03
C 1.5754 4.5583 -1.9182 -0.08
C 0.3938 3.8278 -2.2499 -0.07
C -0.0654 2.8837 -1.3861 -0.15
N 0.5513 2.5866 -0.2191 -0.07
H 2.2946 2.9778 5.3547 0.09
H 3.9422 4.4032 4.0553 0.09
H 3.6928 4.5556 1.6142 0.10
H 0.6567 1.6224 4.0915 0.12
H 3.0218 4.9167 -0.4080 0.10
H 2.0111 5.2515 -2.6245 0.09
H -0.1033 3.9644 -3.1986 0.08
H -0.9018 2.2379 -1.6429 0.08
Br -2.1294 3.1506 1.7944 0.85
C -2.8677 1.8463 2.9331 -0.62
C -3.8496 2.2735 3.7872 -0.16
C -4.5282 1.3611 4.6175 -0.10
C -4.2155 0.0428 4.5299 -0.05
C -3.1991 -0.4129 3.6500 -0.17
C -2.9434 -1.7991 3.5865 -0.05
C -1.9947 -2.2694 2.7348 -0.08
C -1.2403 -1.3721 1.9566 -0.18
C -1.4022 -0.0025 1.9784 -0.18
C -2.4524 0.4815 2.8346 -0.22
H -4.1230 3.3177 3.8063 0.09
H -5.2974 1.7112 5.2889 0.09
H -4.7345 -0.6913 5.1318 0.10
H -3.5155 -2.4612 4.2203 0.10
H -1.7898 -3.3305 2.6675 0.10
H -0.4696 -1.8058 1.3180 0.06
C -4.3100 1.9846 -1.7402 -0.02
C -4.3046 0.5264 -1.2956 -0.63
C -5.0067 0.3506 0.0498 -0.01
C -4.9374 -0.3560 -2.3573 -0.03
O -2.9559 0.1472 -1.0730 -0.14
Si -1.7876 -0.3942 -2.0829 -0.13
S 0.0148 -0.4889 -1.1154 0.50
O -2.2572 -1.8117 -2.8014 -0.16
C -2.2715 -3.1386 -2.3261 -0.66
C -2.7566 -3.1677 -0.8858 -0.02
C -3.2338 -3.8928 -3.2397 -0.03
C -0.8639 -3.7124 -2.4354 -0.04
O -1.8432 0.6830 -3.3395 -0.16
C -1.2591 0.6059 -4.6281 -0.64
C -1.0118 2.0577 -5.0338 -0.03
C -2.2593 -0.0643 -5.5623 -0.03
C 0.0564 -0.1596 -4.5964 -0.05
H -5.3310 2.3432 -1.8944 0.08
H -3.7605 2.0962 -2.6720 0.07
H -3.8424 2.6030 -0.9803 0.06
H -6.0767 0.5341 -0.0243 0.08
H -4.5854 1.0323 0.7791 0.07
H -4.8502 -0.6622 0.4129 0.09
H -5.9704 -0.0441 -2.5156 0.09
H -4.9337 -1.3977 -2.0520 0.07
H -4.4055 -0.2764 -3.2971 0.07
H -3.7627 -2.7548 -0.8098 0.08
H -2.1071 -2.5789 -0.2450 0.05
H -2.7756 -4.1893 -0.5065 0.09
H -4.2307 -3.4639 -3.1792 0.08
H -3.2914 -4.9441 -2.9600 0.08
H -2.8957 -3.8305 -4.2726 0.08
H -0.1624 -3.1327 -1.8440 0.03
H -0.5321 -3.6997 -3.4724 0.08
H -0.8526 -4.7437 -2.0883 0.08
H -1.9390 2.6216 -4.9712 0.09
H -0.6375 2.1238 -6.0541 0.08
H -0.2851 2.5151 -4.3675 0.05
H -3.1764 0.5202 -5.6076 0.08
H -2.4979 -1.0595 -5.2042 0.07
H -1.8543 -0.1374 -6.5706 0.08
H 0.7290 0.2677 -3.8611 0.06
H 0.5266 -0.1156 -5.5782 0.09
H -0.1004 -1.2007 -4.3427 0.07
O 1.2604 -1.3722 4.5405 0.07
C 1.9084 -1.0910 3.5671 -0.52
N 3.2613 -1.4171 3.4129 0.16
C 3.7090 -1.1324 2.0676 -0.29
C 2.5130 -0.3083 1.6209 -0.48
O 2.4285 0.3661 0.5811 -0.04
N 1.4938 -0.3775 2.4459 0.13
C 4.9236 -0.2329 1.9966 -0.14
C 5.1018 0.7408 2.9720 -0.02
C 6.0995 1.6881 2.8387 -0.08
C 6.9297 1.6722 1.7288 -0.10
C 6.7592 0.6987 0.7601 -0.08
C 5.7582 -0.2496 0.8912 -0.02
C 3.8411 -2.3857 1.2287 -0.15
C 3.0034 -2.6534 0.1564 0.00
C 3.1633 -3.8222 -0.5719 -0.06
C 4.1679 -4.7196 -0.2503 -0.09
C 5.0068 -4.4544 0.8224 -0.09
C 4.8404 -3.2965 1.5557 -0.04
H 3.5958 -2.2224 3.9195 0.15
H 4.4317 0.7703 3.8172 0.11
H 6.2115 2.4532 3.5929 0.10
H 7.6957 2.4265 1.6117 0.09
H 7.3951 0.6841 -0.1140 0.10
H 5.6131 -0.9869 0.1172 0.12
H 2.2192 -1.9679 -0.1317 0.07
H 2.4993 -4.0165 -1.3993 0.10
H 4.2993 -5.6211 -0.8303 0.10
H 5.7949 -5.1476 1.0809 0.10
H 5.5098 -3.0841 2.3789 0.12
```

Its total charge is -1. The value obtained for the largest force on an atom is 0.0180 hartree/bohr. Its multiplicity is 1. The value obtained for the LUMO energy (alpha / beta) is 2.47 / 2.52 eV. The gap between HOMO and LUMO (alpha / beta) comes out at 5.45 / 5.49 eV.

[2]
Here is a structure of composition C47H52ClN3OPRuSeSi in a non-equilibrium geometry from the OMol25 dataset. Energies are from ωB97M-V with the def2-TZVPD basis set.

Structure (XYZ):
```
108
Properties=species:S:1:pos:R:3:lowdin_charge:R:1
Ru 0.6821 0.6861 -0.3666 1.16
Cl 0.9125 0.2456 5.6568 0.67
C 0.4389 -0.4373 4.1092 -0.58
C 1.3382 -1.2763 3.4294 -0.05
C 0.9592 -1.7225 2.1724 -0.01
C -0.1399 -1.2969 1.4868 -0.38
O -0.5123 -1.7921 0.3165 -0.11
C -0.8448 -0.2346 2.0900 -0.24
C -1.8015 0.5455 1.3826 -0.12
N -1.5995 0.7766 0.1801 0.01
C -2.4023 1.5072 -0.6610 -0.23
C -3.7426 1.5921 -0.6339 -0.01
C -4.4002 2.4562 -1.5222 -0.04
C -3.7332 3.2452 -2.4355 0.00
C -2.3762 2.9627 -2.6182 -0.17
C -1.6937 3.4803 -3.7352 -0.01
C -0.4463 3.0843 -4.0582 -0.01
C 0.2224 2.2823 -3.0916 -0.10
N -0.3673 1.8525 -1.9991 0.00
C -1.6703 2.1531 -1.7513 -0.16
C -0.6676 0.0808 3.3679 -0.04
H 2.2541 -1.5623 3.8498 0.10
H 1.4954 -2.4805 1.6598 0.10
H -2.7385 0.8981 1.8749 0.17
H -4.3302 1.0936 0.1012 0.12
H -5.4937 2.4559 -1.4063 0.12
H -4.2252 3.9142 -3.1283 0.12
H -2.2947 4.0599 -4.4373 0.13
H 0.0236 3.5644 -4.9470 0.14
H 1.2863 2.0092 -3.1823 0.10
H -1.4018 0.6867 3.8428 0.12
C -2.3232 -1.3086 -2.1892 -0.12
C -1.8088 -2.6918 -2.2211 -0.54
C -2.9291 -3.6329 -2.7163 -0.07
C -0.6369 -2.7484 -3.3391 -0.04
Si -1.2313 -3.1445 -0.5342 0.75
C -2.6102 -3.6427 0.7596 -0.54
C -3.6513 -2.5473 0.5926 -0.11
C -3.2202 -5.0133 0.5190 -0.07
C -2.2374 -3.4251 2.2669 -0.05
C 0.1940 -4.3960 -0.6708 -0.53
C 1.4377 -3.6825 -1.3852 -0.07
C -0.1145 -5.5203 -1.6346 -0.10
C 0.6710 -4.9366 0.6789 -0.06
H -1.5303 -0.6319 -1.9289 0.04
H -3.1868 -1.1355 -1.5046 0.08
H -2.6997 -1.0236 -3.2073 0.12
H -2.9486 -3.6472 -3.8484 0.11
H -3.8838 -3.4798 -2.2709 0.07
H -2.6807 -4.6779 -2.5957 0.06
H -1.1505 -2.5356 -4.2648 0.08
H -0.1201 -3.7080 -3.4048 0.05
H 0.1450 -2.0363 -3.1203 0.05
H -4.3302 -2.8187 -0.1755 0.07
H -3.1994 -1.6452 0.3035 0.02
H -4.2112 -2.3033 1.4654 0.08
H -3.5518 -5.1652 -0.5430 0.08
H -4.1037 -5.1390 1.1002 0.07
H -2.4634 -5.7883 0.7694 0.09
H -3.2022 -3.4821 2.8514 0.10
H -1.7748 -2.4144 2.4794 0.08
H -1.5913 -4.2537 2.5863 0.08
H 1.3070 -3.2843 -2.3507 0.02
H 2.2153 -4.3872 -1.5350 0.08
H 1.8119 -2.8874 -0.7420 0.06
H -0.2237 -5.3344 -2.6596 0.05
H -1.0796 -6.0462 -1.4761 0.09
H 0.6219 -6.3091 -1.5821 0.09
H 1.0200 -4.1539 1.3535 0.05
H 1.4132 -5.6541 0.4597 0.07
H -0.1253 -5.5481 1.2232 0.10
C -0.6752 5.7167 2.8973 -0.07
C -1.2628 4.6043 2.3479 -0.06
C -0.5137 3.4775 1.9401 -0.10
C 0.8528 3.5434 2.0500 -0.35
C 1.4310 4.7818 2.4763 -0.09
C 0.7164 5.8263 2.9985 -0.06
P 1.7647 2.3205 1.0669 1.00
C 3.1069 1.5661 2.0301 -0.40
C 3.7930 0.4907 1.4763 -0.14
C 4.9000 -0.0358 2.1463 -0.05
C 5.3369 0.4945 3.3911 -0.07
C 4.6505 1.5395 3.9746 -0.06
C 3.5142 2.0690 3.2728 -0.07
C 2.6340 3.3336 -0.1781 -0.37
C 1.8770 4.3005 -0.9251 -0.08
C 2.6116 5.0241 -1.8424 -0.10
C 3.9888 4.8947 -2.0779 -0.06
C 4.6556 3.8674 -1.4077 -0.03
C 3.9429 3.1143 -0.4234 -0.08
H -1.2947 6.4492 3.3725 0.11
H -2.3468 4.6398 2.4013 0.11
H -0.9464 2.6271 1.4516 0.05
H 2.5431 4.8907 2.5278 0.13
H 1.2381 6.6769 3.4253 0.12
H 3.3738 0.2002 0.5348 0.06
H 5.5307 -0.7929 1.6819 0.11
H 6.1894 0.0140 3.8096 0.10
H 5.0012 2.0745 4.8696 0.12
H 2.8539 2.8217 3.8112 0.12
H 0.7858 4.3419 -0.7736 0.11
H 2.1318 5.6778 -2.4945 0.08
H 4.4700 5.6325 -2.7940 0.13
H 5.6932 3.5921 -1.5787 0.11
H 4.4353 2.3281 0.0620 0.07
Se 3.7248 -0.1315 -4.0750 0.63
C 2.6549 -0.2692 -2.7218 -1.00
N 1.8896 -0.3519 -1.7780 -0.12
```

Its total charge is +1. As for the energy above the lowest of the compared OMol25 structures with the same formula, charge and spin: 0.533 eV. The value obtained for the largest force on an atom is 0.0834 hartree/bohr. The expectation value of S² is 6.02. Its multiplicity is 5. The value obtained for the LUMO energy (alpha / beta) is -3.47 / -3.76 eV. The gap between HOMO and LUMO (alpha / beta) comes out at 6.63 / 6.59 eV.